# 1
A molecular structure, H17O9, computed with ωB97M-V/def2-TZVPD.

ORCA input file:
```
! RIJCOSX wB97M-V def2-TZVPD def2/J DEFGRID3
* xyz -1 1
O -1.05 0.26 3.32
H -1.47 1.08 3.04
H -0.99 -0.32 2.54
O 0.46 1.61 1.66
H 0.77 0.96 0.98
O -0.03 -0.25 -2.76
H 0.32 -0.20 -1.79
H -0.70 -0.94 -2.65
O -0.56 -1.25 1.11
H 0.07 -1.61 1.74
H 0.12 -0.68 0.39
O 1.58 3.57 0.16
H 1.96 3.03 -0.53
H 1.19 2.99 0.84
O -0.91 -3.59 -0.13
H -0.92 -2.72 0.35
H -1.16 -3.36 -1.02
O 1.01 -0.34 -0.47
H 1.80 -0.89 -0.51
H 0.95 1.32 2.46
O -2.72 -1.22 -0.93
H -2.50 -0.32 -0.71
H -2.52 -1.78 -0.18
O 2.21 1.40 -2.04
H 1.90 1.06 -1.17
H 1.62 1.12 -2.72
*
```

Its max |F| is 0.040 hartree/bohr. As for the total energy: -18706.1115 eV. The value obtained for the relative energy (zero: lowest compared OMol25 entry of this formula, charge and spin) is 9.5 kcal per mole. For the molar mass, the calculation gives 161.13 g/mol.


# 2
A molecular structure, H18HeO9, computed with ωB97M-V/def2-TZVPD.

ORCA input file:
```
! RIJCOSX wB97M-V def2-TZVPD def2/J DEFGRID3
* xyz 0 1
He -0.32 0.73 -0.21
O 0.36 -1.21 -2.39
H 0.35 -0.83 -3.27
H 0.86 -0.59 -1.86
O 1.07 2.86 2.87
H 0.99 1.93 2.68
H 1.44 3.24 2.08
O 2.12 0.54 -1.32
H 2.43 1.40 -1.05
H 2.71 0.28 -2.03
O -1.54 -2.75 -1.19
H -1.15 -3.62 -1.27
H -0.91 -2.16 -1.60
O -1.42 3.53 -3.68
H -0.64 3.07 -3.35
H -2.13 3.23 -3.11
O -1.29 -1.69 1.28
H -1.30 -2.07 0.41
H -1.91 -2.21 1.78
O -3.18 0.50 2.06
H -2.74 -0.31 1.78
H -4.06 0.22 2.31
O 3.44 -1.39 0.07
H 2.88 -1.76 0.76
H 2.87 -0.78 -0.39
O 0.66 0.12 2.69
H 0.02 -0.50 2.34
H 0.41 0.23 3.61
*
```

Its max |F| is 0.028 hartree/bohr. As for the total energy: -18798.9015 eV. The value obtained for the relative energy (zero: lowest compared OMol25 entry of this formula, charge and spin) is 11.3 kcal per mole. For the molar mass, the calculation gives 166.14 g/mol.


# 3
10 unconnected molecules or ions with the total composition H18NO12, computed with ωB97M-V/def2-TZVPD.

ORCA input file:
```
! RIJCOSX wB97M-V def2-TZVPD def2/J DEFGRID3
* xyz -1 1
N -0.89 -0.70 -1.23
O -1.72 0.09 -0.81
O -0.64 -1.65 -0.47
O 0.13 -0.14 -1.71
O 1.73 -1.37 1.98
H 1.78 -1.81 1.12
H 1.67 -0.43 1.85
O 1.38 1.38 0.76
H 1.14 2.30 0.84
H 1.82 1.29 -0.03
O -4.19 1.78 0.82
H -3.70 2.50 1.19
H -3.79 1.65 0.01
O 1.94 -2.49 -0.41
H 2.32 -2.32 -1.28
H 1.01 -2.47 -0.59
O -1.00 -2.97 2.27
H -0.87 -2.66 1.41
H -0.14 -3.31 2.51
O -1.01 -0.29 2.19
H -0.94 -1.25 2.36
H -0.88 -0.23 1.25
O 2.86 -0.57 -2.66
H 2.64 0.04 -3.34
H 2.06 -0.51 -2.10
O 0.91 2.38 -1.88
H 0.22 2.92 -1.54
H 0.40 1.54 -1.88
O -1.55 2.72 -0.43
H -1.49 1.80 -0.66
H -1.21 2.75 0.47
*
```

Its max |F| is 0.166 hartree/bohr. As for the total energy: -26350.7093 eV. The value obtained for the relative energy (zero: lowest compared OMol25 entry of this formula, charge and spin) is 63.1 kcal per mole. For the molar mass, the calculation gives 224.14 g/mol.


# 4
10 unconnected molecules or ions with the total composition H18NO12, computed with ωB97M-V/def2-TZVPD.

ORCA input file:
```
! RIJCOSX wB97M-V def2-TZVPD def2/J DEFGRID3
* xyz -1 1
N 0.76 -0.02 -0.46
O 1.64 0.31 0.34
O 1.02 0.07 -1.68
O -0.36 0.28 -0.03
O 1.91 -2.32 -2.61
H 1.86 -1.45 -2.27
H 2.55 -2.17 -3.35
O -2.30 -0.90 1.85
H -2.57 -0.27 1.14
H -1.76 -0.37 2.40
O -1.57 0.51 -2.73
H -0.67 0.73 -2.40
H -1.42 -0.12 -3.41
O 1.49 -0.94 2.71
H 0.61 -0.67 2.99
H 1.49 -0.45 1.83
O -1.38 2.72 1.02
H -0.93 3.47 0.65
H -0.99 1.93 0.63
O -1.49 -2.11 -0.88
H -1.07 -1.31 -0.51
H -1.88 -1.86 -1.74
O -3.18 0.73 -0.29
H -2.52 0.80 -0.98
H -3.80 0.07 -0.62
O 1.15 2.37 2.44
H 0.26 2.48 2.20
H 1.46 1.65 1.93
O 3.82 -1.41 0.66
H 4.70 -0.98 0.70
H 3.18 -0.75 0.49
*
```

Its max |F| is 0.136 hartree/bohr. As for the total energy: -26350.9043 eV. The value obtained for the relative energy (zero: lowest compared OMol25 entry of this formula, charge and spin) is 58.6 kcal per mole. For the molar mass, the calculation gives 224.14 g/mol.


# 5
A molecular structure, H18O9, computed with ωB97M-V/def2-TZVPD.

ORCA input file:
```
! RIJCOSX wB97M-V def2-TZVPD def2/J DEFGRID3
* xyz 0 1
H 0.85 -0.55 -0.03
H -0.48 -1.23 0.26
H -3.18 1.50 -1.38
H -3.61 0.66 -0.19
H 0.35 1.91 -1.23
H 1.66 2.03 -1.99
H 0.14 1.46 1.32
H -0.59 1.38 -0.01
H 4.48 -0.98 0.17
H 5.05 -1.54 -1.12
H -3.33 -2.60 0.85
H -4.48 -3.02 -0.06
H 0.26 -1.17 -3.67
H 0.94 -2.53 -3.73
H 3.64 0.48 4.61
H 3.74 0.56 3.10
H -2.94 2.78 1.11
H -2.91 1.35 1.61
O 0.29 -1.29 -0.31
O -2.83 1.04 -0.61
O 1.29 1.70 -1.16
O 0.29 1.39 0.37
O 4.81 -1.79 -0.22
O -4.29 -2.54 0.75
O 0.79 -1.78 -3.14
O 3.24 0.90 3.85
O -3.18 1.88 0.85
*
```

Its max |F| is 0.232 hartree/bohr. As for the total energy: -18712.9996 eV. The value obtained for the relative energy (zero: lowest compared OMol25 entry of this formula, charge and spin) is 210.7 kcal per mole. For the molar mass, the calculation gives 162.13 g/mol.